54
Properties=species:S:1:pos:R:3 method="wB97M-V/def2-TZVPD" total_charge=+2 de_lowest_kcal_mol=0.0 e_homo_ev="-13.003 / -14.699" spin_multiplicity=5 s2=6.02
P 1.338 1.959 0.132
P 0.206 -0.620 -2.397
C 2.026 1.441 -1.457
C 0.952 1.068 -2.488
H 2.753 0.633 -1.289
H 2.591 2.302 -1.840
H 0.111 1.778 -2.490
H 1.388 1.112 -3.502
C 1.525 -1.655 -3.176
H 1.346 -2.711 -2.936
H 2.526 -1.380 -2.818
H 1.517 -1.544 -4.268
C -0.960 -0.583 -3.809
H -0.369 -0.596 -4.736
H -1.608 0.305 -3.796
H -1.585 -1.484 -3.791
C 2.664 2.671 1.107
H 2.331 2.838 2.142
H 2.933 3.638 0.657
H 3.538 2.006 1.098
C 0.211 3.319 -0.236
H -0.509 3.091 -1.033
H 0.805 4.185 -0.562
H -0.343 3.614 0.663
Pt -1.658 0.736 2.765
C -0.611 -1.932 -1.339
C 0.341 -2.549 -0.442
C 1.573 -1.944 0.028
C 1.387 -0.951 1.184
C 0.737 0.446 0.900
C -0.762 0.628 0.731
C -1.756 0.141 -0.261
C -1.872 -1.374 -0.627
C -1.905 0.987 4.698
H -0.953 -2.704 -2.061
H 0.027 -3.476 0.032
H 2.195 -1.474 -0.750
H 2.161 -2.785 0.439
H 0.765 -1.432 1.959
H 2.366 -0.771 1.671
H 0.889 0.861 1.933
H -1.053 1.689 0.997
H -1.696 0.772 -1.184
H -2.741 0.406 0.164
H -2.094 -1.952 0.287
H -2.748 -1.468 -1.297
H -2.983 0.922 4.925
H -1.501 1.974 4.987
H -1.365 0.187 5.237
C -2.442 -2.121 3.244
O -2.112 -1.051 2.410
H -3.400 -2.462 2.844
H -2.506 -1.822 4.293
H -1.668 -2.870 3.055

---

57
Properties=species:S:1:pos:R:3 method="wB97M-V/def2-TZVPD" smiles=OCCN1CC[NH+](CCCc2c3c(cc4c2CCC4)CCC3)CC1 total_charge=+1 de_lowest_kcal_mol=21.0 e_homo_ev=-11.672 spin_multiplicity=1
O -5.282 0.213 -1.115
C -3.920 0.066 -0.814
C -3.840 -0.182 0.702
N -2.517 -0.335 1.263
C -1.676 0.840 1.220
C -0.515 0.640 2.191
N 0.267 -0.549 1.787
C 1.503 -0.745 2.585
C 2.597 0.248 2.201
C 3.119 0.067 0.766
C 2.059 0.182 -0.303
C 1.624 -0.935 -1.029
C 0.638 -0.825 -2.009
C 0.058 0.395 -2.311
C 0.514 1.512 -1.632
C 1.501 1.414 -0.652
C 1.864 2.784 -0.155
C 0.682 3.656 -0.605
C 0.110 2.941 -1.837
C 0.355 -2.158 -2.633
C 1.565 -3.008 -2.219
C 2.112 -2.355 -0.938
C -0.620 -1.731 1.783
C -1.777 -1.493 0.815
H -5.401 0.354 -2.060
H -3.359 0.976 -1.080
H -3.485 -0.782 -1.363
H -4.413 -1.084 0.928
H -4.331 0.652 1.206
H -1.272 1.042 0.212
H -2.262 1.704 1.538
H -0.901 0.474 3.198
H 0.129 1.518 2.187
H 0.607 -0.385 0.806
H 1.254 -0.654 3.645
H 1.863 -1.760 2.403
H 2.246 1.268 2.351
H 3.431 0.098 2.888
H 3.606 -0.905 0.691
H 3.879 0.830 0.590
H -0.698 0.478 -3.077
H 2.785 3.102 -0.652
H 2.037 2.849 0.918
H -0.072 3.692 0.185
H 0.985 4.677 -0.824
H 0.571 3.316 -2.753
H -0.968 3.067 -1.935
H 0.246 -2.091 -3.714
H -0.577 -2.574 -2.235
H 1.305 -4.053 -2.069
H 2.323 -2.958 -2.999
H 3.199 -2.419 -0.895
H 1.716 -2.856 -0.048
H -1.008 -1.879 2.793
H -0.050 -2.611 1.482
H -1.372 -1.371 -0.205
H -2.436 -2.362 0.826

---

51
Properties=species:S:1:pos:R:3 method="wB97M-V/def2-TZVPD" de_lowest_kcal_mol=253.8 e_homo_ev="-7.935 / -7.935" spin_multiplicity=2 s2=0.80
Ga 2.178 2.974 -4.640
O -2.005 2.943 -6.511
As -0.967 2.532 -5.144
O -0.953 0.903 -5.020
O 0.485 3.314 -5.490
C -1.894 3.500 -3.748
C -3.222 3.836 -3.997
C -3.976 4.497 -3.039
C -3.411 4.830 -1.819
C -2.090 4.504 -1.558
C -1.335 3.843 -2.518
S 0.369 3.521 -2.103
O 0.373 3.276 -0.657
O 0.739 2.302 -2.849
O 1.134 4.669 -2.528
H -2.144 2.123 -7.000
H -3.659 3.585 -4.954
H -5.007 4.751 -3.251
H -3.996 5.345 -1.068
H -1.635 4.745 -0.608
Cl -0.979 -2.207 3.293
C -1.678 -3.164 4.607
Cl -2.486 -4.626 4.017
H -2.415 -2.553 5.113
H -0.875 -3.462 5.269
Cl 2.697 -0.232 6.804
C 2.860 -1.006 5.223
Cl 2.054 -0.065 3.976
Cl 4.579 -1.229 4.833
C 2.228 -2.328 5.290
N 1.712 -3.351 5.323
C 1.495 -2.962 0.818
Ge 2.134 -4.084 2.088
C -1.071 -0.480 -2.162
C 1.002 -5.459 2.800
C 3.940 -3.910 2.457
H 0.722 -0.503 0.320
H 0.501 -2.809 0.430
H 3.574 -2.508 -0.116
H -0.207 -1.052 -1.836
H -1.947 -1.116 -2.238
H -0.885 0.059 -3.092
H -0.031 -5.247 2.533
H 1.103 -5.460 3.883
H 1.290 -6.430 2.401
H 4.540 -3.090 2.086
H 4.446 -4.585 3.133
Cl -1.410 0.724 -0.876
Ge 1.150 1.132 0.012
Cl 2.537 -1.723 0.059
Cl 0.435 1.732 2.051

---

17
Properties=species:S:1:pos:R:3 method="wB97M-V/def2-TZVPD" smiles="C=C/C=C/O.O.O" de_lowest_kcal_mol=55.0 e_homo_ev=-8.890 spin_multiplicity=1
C 0.252 0.328 2.883
C 0.417 1.375 2.086
C 0.649 1.250 0.626
C -0.458 0.980 -0.088
O -0.248 0.921 -1.450
H 0.198 0.240 3.968
H 0.300 -0.708 2.546
H 0.278 2.374 2.487
H 1.582 1.579 0.189
H -1.387 0.574 0.267
H -0.834 0.349 -1.929
O -0.953 -1.495 -2.812
H -1.059 -2.208 -2.144
H -0.110 -1.783 -3.195
O 0.595 -2.078 -0.231
H -0.055 -1.981 0.461
H 0.902 -1.200 -0.450

---

10
Properties=species:S:1:pos:R:3 method="wB97M-V/def2-TZVPD" smiles="CO/C=C/F" de_lowest_kcal_mol=35.5 e_homo_ev=-9.126 spin_multiplicity=1
C 2.175 0.148 0.274
O 1.065 -0.415 -0.294
C -0.029 0.328 -0.300
C -1.095 -0.294 0.043
F -2.368 0.152 0.143
H 2.933 -0.678 0.327
H 2.008 0.650 1.230
H 2.685 0.818 -0.360
H -0.038 1.422 -0.484
H -1.108 -1.357 0.253

---

11
Properties=species:S:1:pos:R:3 method="wB97M-V/def2-TZVPD" smiles=C#CC1CC1 de_lowest_kcal_mol=46.6 e_homo_ev=-9.342 spin_multiplicity=1
C -0.762 -2.245 0.615
C -0.130 -1.406 0.030
C 0.218 -0.162 -0.635
C -0.430 1.016 0.069
C 1.052 0.963 -0.071
H -1.438 -2.875 1.154
H 0.177 -0.179 -1.717
H -1.048 1.719 -0.483
H -0.811 0.743 1.044
H 1.497 1.637 -0.801
H 1.674 0.788 0.797

---

70
Properties=species:S:1:pos:R:3 method="wB97M-V/def2-TZVPD" smiles="C[C@@H]1CCC[C@H](C)N1C(=O)CN1C(=O)C(C)(C)Oc2ccc(C(=O)NC3CCCCC3)cc21" de_lowest_kcal_mol=0.0 e_homo_ev=-8.258 spin_multiplicity=1
C 2.024 3.827 -1.950
C 1.193 2.777 -1.211
C -0.202 3.276 -0.830
C -0.156 4.229 0.356
C 0.464 3.485 1.529
C 1.873 2.969 1.209
C 2.929 4.081 1.225
N 1.886 2.227 -0.043
C 2.530 1.057 -0.242
O 2.596 0.526 -1.338
C 3.160 0.317 0.951
N 3.050 -1.101 0.675
C 4.171 -1.802 0.358
O 5.286 -1.350 0.514
C 3.926 -3.170 -0.285
C 3.775 -2.893 -1.790
C 5.096 -4.107 -0.005
O 2.757 -3.824 0.211
C 1.663 -3.047 0.380
C 0.410 -3.647 0.398
C -0.735 -2.891 0.565
C -0.638 -1.513 0.721
C -1.789 -0.577 0.875
O -1.642 0.551 1.320
N -2.988 -1.047 0.473
C -4.200 -0.259 0.524
C -4.667 0.133 -0.883
C -5.186 -1.071 -1.665
C -6.310 -1.763 -0.900
C -5.826 -2.204 0.478
C -5.306 -1.009 1.273
C 0.621 -0.922 0.756
C 1.776 -1.665 0.587
H 1.586 4.002 -2.930
H 2.062 4.773 -1.421
H 3.037 3.459 -2.089
H 1.080 1.926 -1.893
H -0.649 3.756 -1.701
H -0.821 2.420 -0.554
H 0.418 5.124 0.113
H -1.167 4.544 0.616
H 0.522 4.125 2.411
H -0.178 2.633 1.767
H 2.143 2.281 2.013
H 3.074 4.425 2.247
H 2.633 4.932 0.621
H 3.876 3.702 0.850
H 4.229 0.546 1.001
H 2.693 0.525 1.913
H 3.010 -2.138 -1.966
H 4.717 -2.528 -2.188
H 3.497 -3.811 -2.303
H 5.007 -5.003 -0.612
H 5.094 -4.390 1.045
H 6.028 -3.597 -0.230
H 0.358 -4.717 0.274
H -1.689 -3.398 0.591
H -3.045 -1.952 0.040
H -3.929 0.647 1.079
H -5.466 0.871 -0.786
H -3.839 0.601 -1.417
H -5.550 -0.740 -2.640
H -4.373 -1.778 -1.844
H -6.668 -2.627 -1.463
H -7.146 -1.070 -0.783
H -6.645 -2.674 1.026
H -5.038 -2.953 0.366
H -6.128 -0.314 1.455
H -4.924 -1.339 2.242
H 0.648 0.142 0.915

---

93
Properties=species:S:1:pos:R:3 method="wB97M-V/def2-TZVPD" total_charge=+1 de_lowest_kcal_mol=0.0 e_homo_ev=-10.501 spin_multiplicity=1
La -1.645 1.147 0.409
C 5.511 -0.439 3.734
C 5.083 -1.548 2.729
C 6.127 -1.744 1.619
C 4.982 -2.911 3.481
C 3.710 -1.194 2.177
C 3.016 -0.075 2.517
C 1.769 0.189 1.890
Br 0.857 1.827 2.325
C 1.114 -0.779 1.139
O -0.117 -0.513 0.669
C 1.811 -2.025 0.877
C 3.081 -2.113 1.329
C 1.099 -3.073 0.123
C 1.858 -4.429 0.136
C -0.268 -3.331 0.863
C 0.780 -2.658 -1.313
H 6.531 -0.659 4.138
H 4.848 -0.401 4.618
H 5.522 0.581 3.319
H 7.080 -2.017 2.073
H 6.179 -0.863 0.909
H 5.848 -2.535 0.943
H 5.949 -3.141 4.034
H 4.778 -3.679 2.732
H 4.236 -2.962 4.260
H 3.437 0.747 3.072
H 3.714 -2.989 1.071
H 2.084 -4.716 1.176
H 2.836 -4.488 -0.468
H 1.246 -5.200 -0.298
H -0.192 -3.225 1.936
H -0.632 -4.326 0.619
H -1.026 -2.647 0.536
H 1.712 -2.717 -1.878
H 0.296 -1.670 -1.372
H 0.168 -3.418 -1.711
Br -5.512 -0.587 -5.976
C -6.612 -0.695 -4.487
C -7.161 -1.901 -4.214
C -7.973 -2.096 -3.053
C -8.006 -1.037 -2.119
C -7.411 0.175 -2.420
C -6.742 0.413 -3.634
N -8.682 -1.560 -0.951
N -8.248 -1.420 0.186
C -7.091 -0.606 0.418
C -7.173 0.625 0.951
C -6.058 1.537 1.146
C -4.820 1.029 0.857
O -3.673 1.609 1.142
C -4.743 -0.220 0.299
N -3.476 -0.577 -0.099
C -3.300 -1.689 -0.739
C -4.327 -2.610 -0.999
C -5.540 -2.288 -0.636
C -5.831 -1.043 -0.013
H -7.076 -2.627 -4.951
H -8.412 -3.067 -2.875
H -7.448 1.074 -1.755
H -6.237 1.342 -3.799
H -8.180 0.864 1.309
H -6.246 2.476 1.587
H -2.284 -1.912 -1.001
H -4.005 -3.548 -1.419
H -6.337 -2.944 -0.617
C 1.913 1.324 -1.539
C 0.976 2.516 -1.722
N -0.356 2.435 -1.685
C -0.830 3.689 -2.062
C 0.215 4.521 -2.348
N 1.365 3.766 -2.107
C 2.764 4.138 -2.298
N 3.303 4.679 -1.030
N 2.671 5.755 -0.537
N 2.913 5.944 0.672
C 3.802 4.948 1.023
C 4.350 4.625 2.286
C 5.282 3.583 2.296
C 5.528 2.759 1.169
C 4.897 2.980 -0.052
C 4.012 4.102 -0.069
H 1.655 0.631 -2.376
H 1.796 0.715 -0.639
H 2.984 1.644 -1.651
H -1.863 3.759 -2.341
H 0.331 5.556 -2.603
H 2.819 4.990 -3.039
H 3.336 3.261 -2.515
H 4.142 5.318 3.099
H 5.699 3.297 3.222
H 6.300 1.922 1.201
H 5.214 2.419 -0.909

---

7
Properties=species:S:1:pos:R:3 method="wB97M-V/def2-TZVPD" de_lowest_kcal_mol=102.4 e_homo_ev="-10.386 / -8.999" spin_multiplicity=1
C -0.018 -0.222 -0.031
C -1.103 -1.040 0.083
C -0.104 -2.893 -0.620
N 1.065 -0.882 -0.593
N -1.252 -2.321 -0.218
N 0.941 -2.150 -0.733
H 0.159 0.758 0.237

---

9
Properties=species:S:1:pos:R:3 method="wB97M-V/def2-TZVPD" total_charge=+1 de_lowest_kcal_mol=3.1 e_homo_ev=-12.631 spin_multiplicity=1
I -1.837 -1.013 0.321
I 0.497 2.063 -0.021
C 0.128 -0.936 -0.496
C 1.041 0.020 0.232
H 0.520 -1.970 -0.431
H 0.017 -0.685 -1.568
H 1.071 -0.169 1.323
H 2.075 -0.065 -0.152
Na -3.513 2.755 0.792

---

96
Properties=species:S:1:pos:R:3 method="wB97M-V/def2-TZVPD" de_lowest_kcal_mol=0.0 e_homo_ev="-7.741 / -8.696" spin_multiplicity=3 s2=2.01
Ti -0.290 -0.589 -0.632
C 1.385 -4.777 -1.136
C 1.088 -3.362 -0.775
N 0.061 -2.716 -1.176
O -0.865 -3.375 -1.915
B -2.064 -2.522 -2.004
F -1.529 -1.178 -2.306
F -2.907 -2.975 -2.956
O -2.781 -2.372 -0.718
N -2.074 -1.550 0.104
C -2.520 -1.368 1.286
C -3.751 -2.016 1.813
C -1.658 -0.438 2.063
N -0.665 -0.008 1.378
O 0.280 0.769 1.991
B 1.414 -0.053 2.518
F 2.321 0.820 3.071
F 0.919 -1.001 3.413
O 2.161 -0.774 1.426
N 1.387 -1.551 0.639
C 1.951 -2.592 0.152
C 3.345 -3.015 0.464
C -1.945 -0.086 3.476
H 0.609 -5.170 -1.785
H 1.452 -5.392 -0.237
H 2.348 -4.837 -1.647
H -4.625 -1.620 1.294
H -3.865 -1.831 2.877
H -3.713 -3.088 1.621
H 3.624 -2.660 1.453
H 4.036 -2.572 -0.259
H 3.446 -4.097 0.411
H -1.843 -0.968 4.110
H -2.968 0.286 3.542
H -1.243 0.667 3.818
N 1.463 0.246 -1.299
P 2.545 1.412 -1.464
C 2.534 2.767 -0.281
C 3.709 3.477 -0.015
C 3.689 4.537 0.875
C 2.502 4.886 1.510
C 1.339 4.180 1.250
C 1.349 3.122 0.352
C 4.152 0.607 -1.293
C 4.673 0.395 -0.017
C 5.874 -0.281 0.127
C 6.548 -0.751 -0.992
C 6.022 -0.552 -2.262
C 4.823 0.127 -2.415
C 2.399 2.119 -3.116
C 2.842 3.409 -3.399
C 2.713 3.914 -4.681
C 2.135 3.140 -5.679
C 1.681 1.860 -5.397
C 1.811 1.347 -4.115
H 4.640 3.192 -0.490
H 4.600 5.081 1.084
H 2.492 5.704 2.217
H 0.417 4.437 1.755
H 0.443 2.566 0.160
H 4.136 0.741 0.858
H 6.281 -0.444 1.117
H 7.488 -1.276 -0.876
H 6.550 -0.919 -3.133
H 4.411 0.294 -3.403
H 3.268 4.024 -2.616
H 3.052 4.918 -4.902
H 2.026 3.543 -6.678
H 1.211 1.267 -6.169
H 1.440 0.359 -3.873
C -3.654 5.682 -3.452
C -3.801 4.508 -2.529
C -4.305 3.299 -2.986
C -4.372 2.182 -2.167
C -4.854 0.880 -2.760
C -3.963 2.302 -0.826
C -4.065 1.121 0.034
O -3.970 1.098 1.246
C -3.440 3.518 -0.344
C -2.908 3.665 1.055
C -3.368 4.596 -1.210
H -4.206 5.530 -4.379
H -2.602 5.825 -3.706
H -4.011 6.601 -2.984
H -4.617 3.214 -4.021
H -5.115 1.029 -3.807
H -5.737 0.492 -2.250
H -4.082 0.110 -2.718
H -4.237 0.171 -0.503
H -2.175 2.886 1.273
H -3.697 3.569 1.800
H -2.429 4.638 1.168
H -2.945 5.529 -0.853
O -1.027 2.811 -3.120
C -0.925 2.037 -2.234
N -0.830 1.261 -1.328